C27H24N2O6S2 | ωB97M-V with the def2-TZVPD basis set

Summary:
SMILES: O=S1(=O)C(=Cc2ccccc2)S(=O)(=O)c2ccccc21.O=C1c2ccccc2C(=O)N1C[C@@H]1CCCN1
Kohn-Sham gap in eV: 7.86
LUMO energy in hartree: -0.0239
HOMO level in eV: -8.511
Maximum force in eV/Å: 1.79
Relative energy (zero: lowest compared OMol25 entry of this formula, charge and spin) in kcal/mol: 7.0
Net charge: 0

```
61
Properties=species:S:1:pos:R:3:forces:R:3
O -2.71344 1.65510 2.77151 0.02 -0.70 -0.45
S -2.75378 0.62145 1.76101 -0.24 -0.21 -0.46
O -2.23547 -0.70253 2.02039 -0.13 0.66 0.12
C -2.02908 1.26418 0.26983 0.66 -0.39 -0.77
C -0.74547 1.03150 -0.15227 -1.68 -0.08 0.22
C -0.20114 1.84175 -1.21672 0.44 0.92 -0.25
C -0.70045 3.15902 -1.40765 0.13 -0.34 -0.13
C -0.63557 3.74158 -2.66952 0.37 -0.10 0.08
C 0.16008 3.14825 -3.65420 -0.12 -0.16 0.18
C 0.94245 2.02705 -3.33850 0.10 -0.01 0.27
C 0.78271 1.38307 -2.10797 -0.46 -0.18 -0.33
S -3.25546 1.89168 -0.86932 -0.65 0.48 0.71
O -3.10001 1.28913 -2.16987 0.09 0.39 0.39
O -3.42508 3.31977 -0.71328 -0.28 -0.47 -0.42
C -4.67013 1.10914 -0.08676 0.49 0.01 -0.10
C -5.92285 1.11094 -0.68902 0.01 -0.08 0.13
C -6.97802 0.48374 -0.02705 0.31 0.11 -0.03
C -6.75904 -0.13976 1.20780 0.23 0.05 0.04
C -5.49177 -0.13833 1.79544 0.14 0.09 -0.07
C -4.44212 0.49717 1.13116 -0.04 0.02 0.14
H -0.21484 0.16226 0.21284 0.14 0.40 0.24
H -1.09980 3.71826 -0.56052 -0.34 -0.43 -0.37
H -1.21969 4.64164 -2.86985 0.40 -0.15 0.06
H 0.18777 3.57590 -4.65683 0.10 -0.10 0.28
H 1.66780 1.63949 -4.05625 -0.26 0.13 0.19
H 1.35790 0.49634 -1.83067 -0.26 0.12 -0.30
H -6.04242 1.59117 -1.65818 -0.09 -0.12 0.21
H -7.96627 0.48653 -0.48471 0.22 -0.06 0.18
H -7.58246 -0.63428 1.71991 0.18 0.11 -0.12
H -5.29403 -0.62100 2.74993 -0.18 0.04 -0.17
O 1.08562 -2.50272 1.89061 1.24 -0.43 -1.22
C 1.94989 -2.76335 1.05904 -0.64 0.63 0.83
C 2.00111 -3.82888 0.02383 -0.28 -0.64 -0.31
C 1.11003 -4.85648 -0.25707 0.15 0.05 -0.07
C 1.43221 -5.73628 -1.30421 0.33 0.25 -0.09
C 2.62031 -5.57268 -2.04631 -0.20 0.14 0.35
C 3.52150 -4.54519 -1.72789 -0.21 0.00 0.04
C 3.17754 -3.68579 -0.69639 0.08 -0.59 -0.45
C 3.94367 -2.54089 -0.15395 0.75 0.73 0.02
O 5.02693 -2.09092 -0.50018 -1.46 -0.57 0.56
N 3.13725 -2.04474 0.88589 0.26 0.27 0.28
C 3.53888 -0.92447 1.73119 -0.18 -0.04 -0.05
C 3.02540 0.41111 1.20760 0.44 0.23 -0.84
C 3.70081 1.60870 1.89953 -0.12 -0.20 0.34
C 2.59381 2.66018 2.06869 -0.05 0.01 -0.24
C 1.26517 1.91527 1.84662 -0.56 0.25 0.18
N 1.58714 0.61304 1.28788 0.24 -0.77 0.51
H 0.20261 -4.95045 0.33732 0.16 -0.09 -0.22
H 0.76186 -6.56166 -1.55349 0.18 0.31 0.10
H 2.83947 -6.25349 -2.87171 -0.06 0.19 0.32
H 4.46845 -4.39425 -2.24576 -0.30 -0.14 0.01
H 3.16094 -1.10805 2.74462 0.10 0.00 -0.15
H 4.63370 -0.92059 1.73338 -0.18 0.05 0.05
H 3.28703 0.45080 0.13427 0.20 -0.10 0.20
H 4.08674 1.29700 2.87895 -0.02 0.05 -0.13
H 4.54196 1.97134 1.30010 -0.11 -0.04 0.22
H 2.60776 3.13588 3.05224 0.11 0.01 -0.19
H 2.69908 3.43410 1.30086 0.01 -0.02 0.23
H 0.64693 1.83930 2.75732 0.34 -0.03 -0.17
H 0.65819 2.46981 1.12092 0.04 0.13 0.23
H 1.06763 -0.17584 1.67545 0.44 0.38 0.24
```
Forces are in eV/Å.



C27H24N6O3 | ωB97M-V with the def2-TZVPD basis set

Summary:
SMILES: Cc1ccc(N(C(=O)Cn2nnc3ccccc32)[C@H](C(=O)NCc2ccco2)c2cccnc2)cc1
Kohn-Sham gap in eV: 9.10
LUMO energy in hartree: 0.0140
HOMO level in eV: -8.722
Maximum force in eV/Å: 1.28
Relative energy (zero: lowest compared OMol25 entry of this formula, charge and spin) in kcal/mol: 5.6
Net charge: 0

```
60
Properties=species:S:1:pos:R:3:forces:R:3
C 4.68963 3.34073 0.87222 0.06 -0.03 -0.04
C 3.58533 2.38412 0.54518 -0.08 0.01 -0.01
C 3.52736 1.13551 1.15375 -0.01 0.00 -0.08
C 2.52915 0.23284 0.83813 -0.06 0.03 -0.10
C 1.56017 0.58086 -0.09192 0.24 0.43 0.07
N 0.54269 -0.34880 -0.45149 0.42 -0.17 -0.23
C -0.75282 -0.18004 -0.14384 -0.40 0.33 0.27
O -1.65604 -0.86220 -0.59897 -0.20 0.04 0.13
C -1.06380 0.92204 0.87584 -0.12 0.15 -0.47
N -0.72438 0.47343 2.19849 -0.26 0.19 0.87
N 0.13779 -0.52426 2.42873 0.15 -0.26 -0.69
N 0.26216 -0.73703 3.67243 0.39 -0.49 0.53
C -0.53603 0.13395 4.34955 -0.71 0.89 -0.59
C -0.77502 0.31882 5.71153 0.02 -0.02 -0.10
C -1.66519 1.30493 6.06145 0.07 -0.09 0.21
C -2.31107 2.09885 5.10100 -0.06 0.08 -0.16
C -2.09140 1.93700 3.75277 -0.12 0.14 -0.07
C -1.19407 0.94023 3.38787 0.46 -0.51 0.59
C 0.97384 -1.43862 -1.33492 0.06 -0.15 -0.32
C 0.70846 -0.97876 -2.78486 0.00 -0.33 0.40
O 1.60780 -0.58892 -3.49938 0.32 0.21 -0.22
N -0.58822 -1.01020 -3.13700 -0.47 -0.16 -0.19
C -1.05812 -0.29921 -4.31342 -0.02 0.15 0.16
C -1.39229 1.11010 -3.94489 0.87 0.22 -0.30
C -0.59438 2.20935 -3.81054 -0.27 -0.56 -0.21
C -1.42643 3.24217 -3.31257 -0.54 -0.06 0.17
C -2.66251 2.69066 -3.17706 0.34 0.80 0.21
O -2.65068 1.40196 -3.55242 -0.24 -0.47 -0.09
C 0.36823 -2.76840 -0.96562 -0.02 -0.32 0.11
C 0.12764 -3.10455 0.36277 0.04 -0.16 -0.15
C -0.39910 -4.35159 0.65230 0.08 0.09 -0.07
C -0.65212 -5.22274 -0.39580 -0.05 -0.04 0.26
N -0.40040 -4.92303 -1.65810 -0.12 -0.45 -0.33
C 0.09569 -3.73163 -1.93317 0.23 0.41 0.10
C 1.60957 1.82023 -0.71724 0.05 -0.18 0.05
C 2.61537 2.71201 -0.39480 0.02 -0.01 0.08
H 4.99054 3.24474 1.91280 0.05 0.05 0.06
H 4.38599 4.36738 0.68302 0.03 0.08 0.02
H 5.55904 3.12580 0.25038 0.09 0.05 0.00
H 4.27541 0.86425 1.88394 0.08 -0.03 0.09
H 2.48689 -0.73140 1.31933 -0.01 -0.10 0.04
H -2.14086 1.11266 0.83443 0.21 -0.11 -0.04
H -0.51995 1.84327 0.64028 -0.15 -0.12 0.07
H -0.27700 -0.29505 6.44381 0.05 -0.06 0.12
H -1.88185 1.48107 7.10438 0.00 0.00 0.08
H -3.00144 2.85848 5.43583 -0.06 0.06 0.01
H -2.58918 2.54887 3.01630 -0.07 0.09 -0.03
H 2.06390 -1.50580 -1.22670 -0.27 0.10 -0.11
H -1.27199 -1.22503 -2.41538 0.21 0.02 -0.03
H -0.24980 -0.30932 -5.04783 -0.21 0.01 0.03
H -1.93943 -0.80893 -4.70565 0.10 0.03 -0.08
H 0.44824 2.26685 -4.04860 0.24 -0.08 -0.08
H -1.14214 4.25088 -3.09202 -0.03 0.23 0.05
H -3.59688 3.09637 -2.84336 -0.18 -0.04 0.01
H 0.33689 -2.40093 1.15683 -0.01 0.03 -0.02
H -0.60481 -4.63721 1.67212 -0.03 -0.05 0.08
H -1.06858 -6.20646 -0.22345 -0.04 -0.06 0.11
H 0.29163 -3.53870 -2.97998 0.01 0.09 -0.07
H 0.86666 2.07449 -1.46024 -0.08 -0.02 -0.08
H 2.65123 3.67286 -0.88698 0.01 0.12 -0.04
```
Forces are in eV/Å.